{
  "formula": "C39H66IN5O8S3",
  "method": "ωB97M-V with the def2-TZVPD basis set",
  "symbols": ["C", "C", "O", "N", "C", "C", "C", "C", "C", "N", "C", "C", "O", "O", "C", "C", "C", "I", "C", "C", "C", "C", "C", "C", "C", "S", "C", "S", "N", "C", "C", "C", "C", "C", "C", "C", "C", "C", "S", "C", "N", "N", "C", "O", "H", "H", "H", "H", "H", "H", "H", "H", "H", "H", "H", "H", "H", "H", "H", "H", "H", "H", "H", "H", "H", "H", "H", "H", "H", "H", "H", "H", "H", "H", "H", "H", "H", "H", "H", "H", "H", "H", "H", "H", "H", "H", "C", "C", "O", "H", "H", "H", "H", "H", "H", "C", "C", "O", "H", "H", "H", "H", "H", "H", "C", "C", "O", "H", "H", "H", "H", "H", "H", "C", "C", "O", "H", "H", "H", "H", "H", "H"],
  "xyz": [[1.0093, 0.7617, 3.5433], [1.0769, 1.2781, 2.0605], [-0.0901, 0.9674, 1.2524], [0.1792, 0.0006, 0.3209], [0.4071, -1.2573, 0.8172], [0.7345, -2.3393, -0.1120], [1.0273, -3.6839, 0.5141], [0.9388, -3.9323, 2.0692], [-0.5293, -3.7952, 2.6484], [-1.5854, -4.2889, 2.1226], [1.3677, -4.7522, -0.3983], [1.6506, -6.2146, 0.1335], [0.7173, -7.0287, -0.0757], [2.7391, -6.5409, 0.7204], [1.4639, -4.4714, -1.8415], [1.2006, -3.1796, -2.5208], [1.4855, -3.2332, -4.0397], [-0.1925, -3.3032, -5.4049], [2.7345, -2.3375, -4.5479], [3.4908, -1.5952, -3.3791], [0.7791, -2.0843, -1.6084], [0.4146, -0.7238, -2.1042], [0.2343, -0.1974, -3.5463], [-1.3140, -0.4159, -3.9372], [-2.3871, 0.5229, -3.3149], [-3.0308, -0.3295, -1.7867], [-4.5642, 0.4695, -1.2188], [-5.7652, 0.9581, -2.2383], [-4.7098, 0.6855, 0.1951], [-5.0334, -0.5215, 0.9577], [-3.8090, -1.4503, 1.3111], [-3.6961, 1.5685, 0.7993], [-4.4675, 2.7842, 1.5218], [0.1615, 0.3072, -1.0639], [-0.1301, 1.8119, -1.3145], [1.2588, 2.5765, -0.9956], [1.0538, 4.0648, -0.5128], [2.4282, 4.5171, 0.1682], [2.1541, 5.9721, 1.3120], [0.9403, 5.3207, 2.4941], [-0.4228, 5.2898, 2.3881], [-0.8261, 4.6686, 3.5352], [0.2435, 4.3735, 4.2872], [1.4197, 4.7841, 3.6691], [1.7264, 1.3705, 4.1720], [1.4362, -0.2846, 3.5538], [-0.0076, 0.8003, 4.0074], [2.0059, 0.9122, 1.5404], [1.1605, 2.4097, 2.0687], [0.3823, -1.4326, 1.9132], [1.6217, -3.1721, 2.5589], [1.2866, -4.9758, 2.2976], [-0.6556, -3.1950, 3.5979], [-1.3077, -4.8124, 1.2755], [1.7815, -5.3475, -2.4748], [1.9074, -4.2705, -4.2253], [2.4044, -1.6154, -5.3555], [3.5121, -2.9815, -5.0587], [4.4729, -1.2366, -3.8150], [2.9654, -0.6619, -3.0234], [3.7633, -2.2733, -2.5254], [0.4841, 0.8994, -3.6680], [0.7935, -0.7035, -4.3636], [-1.5411, -1.4628, -3.5684], [-1.3930, -0.4601, -5.0551], [-3.2853, 0.5108, -4.0088], [-2.1561, 1.6007, -3.1573], [-5.5997, -0.2908, 1.9111], [-5.7598, -1.1420, 0.3476], [-3.5173, -1.2281, 2.3821], [-4.0433, -2.5513, 1.2781], [-2.8836, -1.2778, 0.7017], [-3.0720, 1.9881, -0.0473], [-3.0013, 1.0946, 1.5400], [-5.5598, 2.6635, 1.2757], [-4.2905, 2.6606, 2.6256], [-4.0377, 3.7377, 1.1207], [-0.9333, 2.2201, -0.6346], [-0.3708, 2.1061, -2.3560], [1.7873, 2.6332, -1.9984], [1.9226, 1.9528, -0.3438], [0.1791, 4.1562, 0.1791], [0.9738, 4.7088, -1.4345], [3.1890, 4.7767, -0.6144], [2.8522, 3.6908, 0.8078], [0.2114, 3.8771, 5.2857], [-0.5697, 8.7707, -1.8516], [0.0770, 7.4357, -2.1644], [1.3170, 7.3104, -1.4748], [0.0902, 9.5917, -2.1391], [-1.5186, 8.8791, -2.3809], [-0.7534, 8.8689, -0.7783], [0.2783, 7.3501, -3.2334], [-0.5770, 6.6077, -1.8679], [1.1326, 7.3774, -0.5275], [6.6202, 5.4728, 0.4936], [6.4109, 5.9284, 1.9253], [5.5145, 7.0315, 1.9692], [7.0185, 6.2885, -0.1130], [7.3128, 4.6293, 0.4486], [5.6707, 5.1718, 0.0410], [7.3558, 6.2478, 2.3664], [6.0012, 5.1167, 2.5366], [4.6770, 6.7410, 1.5867], [-3.3976, -3.9736, 6.2296], [-4.1199, -3.8575, 4.9007], [-3.4283, -2.9666, 4.0353], [-3.3156, -2.9946, 6.7074], [-3.9249, -4.6517, 6.9039], [-2.3792, -4.3452, 6.0844], [-5.1279, -3.4665, 5.0476], [-4.1953, -4.8345, 4.4125], [-2.5399, -3.3178, 3.8966], [-0.8417, -8.5519, -3.3383], [-0.4505, -9.7140, -2.4440], [0.9169, -9.6176, -2.0703], [-0.2226, -8.5353, -4.2387], [-1.8915, -8.6216, -3.6337], [-0.6835, -7.6001, -2.8236], [-0.5891, -10.6610, -2.9688], [-1.0612, -9.7294, -1.5353], [1.0322, -8.7814, -1.5942]],
  "multiplicity": 1,
  "energy_ha": -3893.22527,
  "lumo_energy_ev": -1.9
}



{
  "formula": "C39H66NO22",
  "method": "ωB97M-V with the def2-TZVPD basis set",
  "symbols": ["C", "C", "O", "C", "C", "O", "C", "C", "O", "C", "C", "C", "C", "O", "C", "C", "N", "C", "C", "C", "H", "H", "H", "H", "H", "H", "H", "H", "H", "H", "H", "H", "H", "H", "H", "H", "H", "H", "H", "H", "H", "H", "H", "H", "H", "H", "H", "H", "H", "H", "C", "C", "C", "O", "C", "O", "O", "H", "H", "H", "H", "H", "H", "C", "C", "C", "O", "C", "O", "O", "H", "H", "H", "H", "H", "H", "C", "C", "C", "O", "C", "O", "O", "H", "H", "H", "H", "H", "H", "C", "C", "C", "O", "C", "O", "O", "H", "H", "H", "H", "H", "H", "C", "C", "C", "O", "C", "O", "O", "H", "H", "H", "H", "H", "H", "C", "C", "C", "O", "C", "O", "O", "H", "H", "H", "H", "H", "H"],
  "xyz": [[-5.9074, -1.5987, 5.0191], [-4.4544, -1.8498, 4.6480], [-3.8898, -0.6618, 4.1314], [-2.6094, -0.9266, 3.5848], [-1.8293, 0.3556, 3.3486], [-2.1627, 0.9627, 2.1316], [-1.1104, 0.9402, 1.1784], [-0.2150, 2.1762, 1.3289], [-0.9609, 3.3453, 1.1466], [-0.5505, 4.0369, -0.0415], [-1.1942, 3.5236, -1.2918], [-0.5908, 4.2653, -2.4833], [0.7189, 3.6247, -2.9558], [0.5923, 2.2814, -3.3983], [1.0004, 1.3599, -2.4103], [0.8978, -0.0929, -2.9141], [-2.6750, 3.8434, -1.2543], [-3.5294, 3.1016, -1.8095], [-3.9108, 1.7097, -1.3040], [-4.2963, 3.5173, -3.0574], [-5.9983, -0.6521, 5.5474], [-6.5419, -1.6310, 4.1348], [-6.2216, -2.3981, 5.6942], [-3.9159, -2.1454, 5.5606], [-4.3597, -2.6796, 3.9426], [-2.6775, -1.4966, 2.6501], [-2.0532, -1.5448, 4.3086], [-0.7679, 0.0777, 3.3823], [-2.0155, 1.0154, 4.2028], [-0.4707, 0.0571, 1.2799], [-1.4803, 0.9740, 0.1539], [0.5710, 2.0734, 0.5738], [0.2491, 2.1331, 2.3264], [-0.7469, 5.1223, 0.1313], [0.5402, 3.9522, -0.1591], [-0.3134, 5.3015, -2.1548], [-1.3260, 4.3083, -3.2847], [1.1363, 4.2351, -3.7694], [1.4216, 3.6915, -2.1173], [0.3552, 1.4411, -1.5329], [2.0300, 1.5808, -2.0889], [0.5238, -0.1208, -3.9361], [1.8562, -0.6097, -2.8446], [0.2032, -0.6380, -2.2741], [-5.0047, 1.6543, -1.3020], [-3.5450, 1.5535, -0.2935], [-3.5483, 0.9239, -1.9739], [-4.0822, 2.7538, -3.8119], [-3.9992, 4.5058, -3.3536], [-5.3687, 3.4543, -2.8380], [3.7071, -0.3688, 4.7385], [2.7200, -1.1906, 3.9481], [3.3154, -2.4124, 3.2844], [2.4879, -2.5689, 2.1298], [1.9896, -1.3457, 1.8121], [1.4332, -1.1094, 0.7916], [2.2224, -0.4630, 2.8078], [4.3733, 0.1824, 4.0742], [3.1882, 0.3664, 5.3527], [4.3036, -1.0025, 5.3955], [1.8648, -1.4655, 4.5717], [3.2613, -3.2999, 3.9130], [4.3484, -2.2603, 2.9584], [-5.9166, -5.6671, 0.8444], [-4.5834, -5.8421, 1.5312], [-4.3489, -7.2155, 2.1234], [-3.4922, -6.9319, 3.2352], [-3.7277, -5.6512, 3.6204], [-3.3245, -5.1562, 4.6202], [-4.4884, -5.0119, 2.7000], [-6.7203, -5.6151, 1.5793], [-5.9371, -4.7387, 0.2751], [-6.1085, -6.4926, 0.1581], [-3.7687, -5.5643, 0.8577], [-3.8581, -7.8994, 1.4350], [-5.2680, -7.6748, 2.4964], [3.7505, -3.3556, -3.2966], [4.4850, -3.7969, -2.0529], [4.0657, -3.0802, -0.7907], [5.2721, -3.0993, -0.0095], [6.3172, -3.1828, -0.8674], [7.4558, -3.0339, -0.5586], [5.8861, -3.4595, -2.1197], [4.0828, -2.3654, -3.6080], [3.9463, -4.0374, -4.1238], [2.6748, -3.3310, -3.1211], [4.4114, -4.8812, -1.9292], [3.2643, -3.5818, -0.2556], [3.7780, -2.0421, -0.9709], [5.4083, -6.4112, 6.5898], [4.9759, -4.9682, 6.4880], [5.9155, -4.0815, 5.7016], [5.7286, -2.8021, 6.3217], [5.3201, -3.0236, 7.6001], [5.2627, -2.1911, 8.4417], [4.9916, -4.3275, 7.7748], [6.2555, -6.5078, 7.2689], [4.6023, -7.0279, 6.9860], [5.6858, -6.8009, 5.6100], [3.9575, -4.9039, 6.0941], [5.6612, -4.0324, 4.6449], [6.9642, -4.3688, 5.8063], [-3.7752, 9.6493, -4.6704], [-4.7928, 8.5531, -4.4611], [-4.4231, 7.5463, -3.3944], [-5.0598, 6.3542, -3.8648], [-5.1820, 6.4493, -5.2079], [-5.4871, 5.5591, -5.9314], [-4.9012, 7.7153, -5.6232], [-2.8941, 9.2578, -5.1787], [-4.1851, 10.4438, -5.2947], [-3.4756, 10.0841, -3.7165], [-5.7810, 8.9808, -4.2667], [-4.8004, 7.8099, -2.4097], [-3.3479, 7.3628, -3.3272], [3.8236, 3.4199, -6.9940], [2.9282, 2.2247, -6.7752], [3.1269, 1.5220, -5.4555], [2.7733, 0.1743, -5.7713], [2.9951, -0.0220, -7.0875], [2.9843, -1.0800, -7.6315], [3.2312, 1.1628, -7.7085], [4.8486, 3.1001, -7.1854], [3.4960, 3.9956, -7.8596], [3.8063, 4.0746, -6.1224], [1.8811, 2.5044, -6.9125], [2.4795, 1.8997, -4.6655], [4.1666, 1.5444, -5.1137]],
  "total_charge": -1,
  "multiplicity": 1,
  "energy_ha": -3235.61691,
  "lumo_energy_ev": 1.5
}



{
  "formula": "C39H68Cl2F8N9O12S2",
  "method": "ωB97M-V with the def2-TZVPD basis set",
  "symbols": ["C", "F", "F", "F", "S", "O", "O", "N", "S", "O", "O", "C", "F", "F", "F", "C", "C", "O", "N", "C", "H", "H", "H", "H", "H", "H", "H", "C", "C", "O", "N", "C", "H", "H", "H", "H", "H", "H", "H", "C", "C", "O", "N", "C", "H", "H", "H", "H", "H", "H", "H", "C", "C", "O", "N", "C", "H", "H", "H", "H", "H", "H", "H", "C", "C", "O", "N", "C", "H", "H", "H", "H", "H", "H", "H", "C", "C", "O", "N", "C", "H", "H", "H", "H", "H", "H", "H", "C", "C", "O", "N", "C", "H", "H", "H", "H", "H", "H", "H", "C", "C", "O", "N", "C", "H", "H", "H", "H", "H", "H", "H", "C", "Cl", "Cl", "H", "H", "F", "C", "C", "C", "C", "C", "C", "H", "H", "H", "H", "H", "F", "C", "C", "C", "C", "C", "C", "H", "H", "H", "H", "H"],
  "xyz": [[-2.3132, 0.1255, 1.9367], [-3.5560, 0.1261, 1.5678], [-1.8261, 1.3302, 1.9463], [-2.2771, -0.3346, 3.1770], [-1.4937, -1.1072, 0.8375], [-2.0242, -2.2935, 1.4153], [-1.8944, -0.8273, -0.4845], [0.1069, -1.0883, 1.2099], [0.8537, 0.1460, 0.4932], [0.0744, 1.1127, -0.2010], [1.7960, 0.7497, 1.3834], [1.8632, -0.6294, -0.8364], [1.0626, -0.7645, -1.9229], [2.8885, 0.1054, -1.1731], [2.3103, -1.8409, -0.4473], [-3.6559, -3.0300, 4.2401], [-2.4167, -3.6763, 4.7153], [-1.3880, -3.2388, 4.3368], [-2.4829, -4.6924, 5.7025], [-3.6744, -5.3627, 6.1917], [-3.7444, -2.0705, 4.7514], [-4.5784, -3.5849, 4.4315], [-3.5569, -2.8507, 3.1749], [-1.5931, -5.0327, 6.0017], [-3.4006, -6.3372, 6.5861], [-4.4415, -5.4571, 5.4337], [-4.1327, -4.8029, 7.0268], [-2.3225, 6.9728, 1.8113], [-1.3610, 6.5884, 0.7724], [-1.5858, 6.8318, -0.4297], [-0.2831, 5.8860, 1.2314], [0.6571, 5.3491, 0.3898], [-2.7881, 7.9044, 1.5015], [-1.8315, 7.1901, 2.7707], [-3.0518, 6.1992, 1.9535], [-0.1063, 5.8627, 2.2135], [0.9833, 4.3627, 0.7225], [1.5993, 5.9125, 0.3061], [0.2743, 5.3035, -0.6188], [0.6789, -4.9070, -2.5577], [-0.0738, -4.5575, -1.2851], [0.3987, -3.8712, -0.4042], [-1.3698, -4.9498, -1.2480], [-2.1320, -5.5857, -2.2933], [0.4239, -5.9189, -2.9084], [1.7535, -4.8380, -2.4606], [0.4070, -4.1905, -3.3494], [-1.8214, -4.8310, -0.3562], [-3.1591, -5.1998, -2.2172], [-2.1634, -6.6739, -2.2360], [-1.8333, -5.2238, -3.2768], [3.8824, -1.7911, -4.1150], [4.9829, -1.7954, -5.1861], [6.0723, -1.4472, -4.9428], [4.6567, -2.2329, -6.4061], [5.6018, -2.3802, -7.4954], [3.8644, -0.8240, -3.6260], [4.0283, -2.6259, -3.4364], [2.8521, -1.8974, -4.5115], [3.7116, -2.4898, -6.5820], [5.0512, -2.4073, -8.4261], [6.1944, -3.3003, -7.3974], [6.3276, -1.5688, -7.4666], [-2.0193, 2.6096, -4.7756], [-2.9877, 3.5086, -4.0764], [-3.3511, 4.5120, -4.5915], [-3.4492, 3.1143, -2.8226], [-2.6885, 2.3287, -1.8388], [-2.4863, 2.3506, -5.7265], [-1.8415, 1.6801, -4.2536], [-1.0855, 3.1194, -4.9841], [-4.0746, 3.7967, -2.4287], [-1.6276, 2.3173, -2.0664], [-3.0034, 1.2799, -1.8477], [-2.9026, 2.7113, -0.8522], [5.4759, -3.4875, 1.1194], [4.7590, -2.3935, 1.8839], [3.5846, -2.4442, 2.0119], [5.6213, -1.4636, 2.5073], [5.2290, -0.4245, 3.4483], [6.5604, -3.3213, 1.0576], [5.1092, -3.4790, 0.0875], [5.3309, -4.4705, 1.5495], [6.5637, -1.4027, 2.1992], [6.1097, 0.2006, 3.5342], [4.8960, -0.8367, 4.4039], [4.3709, 0.1366, 3.0829], [-1.6683, -1.3435, -3.4516], [-1.5914, -1.2545, -4.9788], [-2.3356, -0.5238, -5.5888], [-0.6377, -2.0885, -5.6226], [-0.3222, -1.9466, -6.9662], [-2.0796, -0.4461, -3.0160], [-0.6639, -1.4088, -2.9909], [-2.1874, -2.2448, -3.1187], [-0.0164, -2.6486, -5.0764], [-1.0938, -1.3284, -7.4067], [-0.2957, -2.9040, -7.4740], [0.6191, -1.4032, -7.0754], [0.3606, -0.2980, 6.3080], [1.1532, -0.4570, 5.0479], [1.6200, -1.5093, 4.7233], [1.4229, 0.6891, 4.3841], [0.6832, 1.9364, 4.4218], [-0.7070, -0.2843, 6.0899], [0.7116, 0.5653, 6.8799], [0.5555, -1.1613, 6.9415], [2.0476, 0.5885, 3.5988], [1.3378, 2.7530, 4.1354], [0.2720, 2.1177, 5.4104], [-0.1360, 1.8957, 3.6954], [1.3529, 3.5895, -3.2941], [1.2713, 1.8519, -3.2428], [2.9893, 4.2082, -2.9868], [1.0567, 3.9896, -4.2463], [0.7352, 3.9851, -2.5073], [-5.7971, 1.2863, 1.4193], [-6.9676, 1.1096, 2.1674], [-8.1007, 1.6524, 1.7321], [-9.2304, 1.3127, 2.3941], [-9.2210, 0.5251, 3.5142], [-8.0685, 0.1131, 4.0111], [-6.9146, 0.3386, 3.3130], [-8.1111, 2.1667, 0.7838], [-10.2146, 1.5284, 1.9807], [-10.1665, 0.1561, 3.8829], [-8.0190, -0.4601, 4.9292], [-5.9381, 0.0643, 3.7019], [3.4157, 4.9168, 1.5111], [4.3639, 4.1598, 1.0769], [5.1403, 4.7000, 0.0314], [6.1167, 3.9310, -0.5757], [6.4848, 2.7380, 0.0520], [5.7831, 2.2938, 1.2038], [4.6714, 2.9506, 1.6654], [4.7561, 5.6155, -0.4338], [6.6216, 4.2772, -1.4696], [7.3648, 2.2118, -0.3025], [6.1582, 1.3681, 1.6192], [4.3016, 2.6531, 2.6430]],
  "total_charge": -1,
  "multiplicity": 1,
  "energy_ha": -5438.32129,
  "lumo_energy_ev": 2.0
}